[1]
{"formula": "C53H52BGeN6OSn", "method": "ωB97M-V/def2-TZVPD", "elements": ["Sn", "C", "C", "C", "C", "N", "N", "B", "N", "N", "C", "C", "C", "C", "C", "C", "C", "C", "C", "C", "N", "N", "C", "C", "C", "C", "C", "C", "C", "C", "C", "C", "C", "C", "C", "C", "C", "C", "H", "H", "H", "H", "H", "H", "H", "H", "H", "H", "H", "H", "H", "H", "H", "H", "H", "H", "H", "H", "H", "H", "H", "H", "H", "H", "H", "H", "C", "Ge", "C", "C", "C", "C", "C", "C", "C", "C", "C", "C", "C", "C", "C", "C", "C", "C", "C", "C", "H", "H", "H", "H", "H", "H", "H", "H", "H", "H", "H", "H", "H", "H", "H", "H", "C", "C", "C", "O", "C", "H", "H", "H", "H", "H", "H", "H", "H"], "coordinates": [[0.732, -0.562, 0.375], [-5.040, 0.792, -0.470], [-3.916, 0.038, -1.098], [-3.617, -0.045, -2.440], [-2.525, -0.929, -2.510], [-2.183, -1.324, -1.290], [-3.028, -0.739, -0.428], [-3.091, -1.140, 1.068], [-2.164, -0.314, 2.027], [-0.837, -0.537, 2.282], [-0.527, 0.152, 3.380], [-1.643, 0.854, 3.838], [-2.652, 0.538, 2.958], [-4.047, 1.066, 2.961], [0.815, 0.125, 3.963], [1.234, 1.144, 4.815], [2.494, 1.108, 5.390], [3.354, 0.053, 5.122], [2.949, -0.957, 4.259], [1.691, -0.924, 3.687], [-2.792, -2.652, 1.225], [-1.633, -3.226, 0.885], [-1.737, -4.523, 1.152], [-3.013, -4.795, 1.691], [-3.651, -3.578, 1.722], [-5.029, -3.283, 2.217], [-0.645, -5.465, 0.897], [-0.762, -6.808, 1.261], [0.267, -7.705, 1.021], [1.439, -7.279, 0.414], [1.568, -5.945, 0.050], [0.540, -5.049, 0.286], [-1.945, -1.511, -3.721], [-1.867, -0.773, -4.900], [-1.388, -1.355, -6.063], [-1.005, -2.689, -6.070], [-1.086, -3.433, -4.901], [-1.542, -2.847, -3.731], [-5.654, 1.239, -1.250], [-4.672, 1.587, 0.179], [-5.667, 0.131, 0.131], [-4.126, 0.441, -3.255], [-4.209, -0.945, 1.445], [-1.719, 1.483, 4.709], [-4.116, 1.887, 3.672], [-4.773, 0.299, 3.236], [-4.311, 1.441, 1.975], [0.576, 1.980, 5.012], [2.811, 1.912, 6.043], [4.335, 0.022, 5.578], [3.623, -1.774, 4.031], [1.361, -1.717, 3.026], [-3.427, -5.739, 2.006], [-5.486, -4.206, 2.569], [-5.656, -2.862, 1.431], [-5.005, -2.570, 3.044], [-1.666, -7.158, 1.741], [0.153, -8.743, 1.310], [2.242, -7.981, 0.226], [2.481, -5.603, -0.424], [0.635, -4.007, 0.004], [-2.172, 0.265, -4.897], [-1.312, -0.770, -6.971], [-0.646, -3.147, -6.984], [-0.787, -4.474, -4.903], [-1.592, -3.416, -2.810], [0.874, 1.445, 0.860], [1.170, 3.071, -0.084], [1.453, 2.933, -2.039], [2.739, 2.686, -2.517], [2.970, 2.426, -3.860], [1.908, 2.390, -4.752], [0.624, 2.650, -4.297], [0.404, 2.929, -2.955], [2.747, 4.116, 0.547], [3.851, 3.394, 0.995], [5.000, 4.033, 1.439], [5.045, 5.420, 1.486], [3.952, 6.156, 1.050], [2.825, 5.506, 0.564], [-0.531, 4.035, 0.314], [-1.717, 3.395, -0.058], [-2.949, 3.818, 0.416], [-3.026, 4.896, 1.289], [-1.863, 5.546, 1.669], [-0.632, 5.111, 1.192], [0.260, 1.756, 1.707], [3.570, 2.694, -1.820], [3.980, 2.243, -4.209], [2.077, 2.158, -5.797], [-0.209, 2.636, -4.991], [-0.601, 3.155, -2.616], [3.789, 2.309, 1.000], [5.860, 3.453, 1.752], [5.924, 5.927, 1.867], [3.981, 7.239, 1.084], [1.993, 6.094, 0.192], [-1.669, 2.521, -0.699], [-3.854, 3.302, 0.115], [-3.984, 5.216, 1.682], [-1.916, 6.393, 2.344], [0.269, 5.611, 1.531], [4.972, -0.999, -1.961], [3.818, -1.749, -2.629], [2.702, -0.718, -2.530], [2.918, -0.021, -1.307], [4.242, -0.257, -0.843], [5.419, -0.298, -2.670], [5.754, -1.650, -1.571], [3.558, -2.636, -2.046], [4.023, -2.048, -3.656], [1.714, -1.167, -2.495], [2.735, -0.006, -3.361], [4.191, -0.872, 0.064], [4.704, 0.700, -0.587]], "homo_lumo_gap_ev": 6.44, "multiplicity": 1, "charge": -1}

=====

[2]
{"formula": "C53H52Br2N2O4P2Y", "method": "ωB97M-V/def2-TZVPD", "elements": ["Y", "C", "C", "C", "P", "C", "C", "C", "C", "C", "C", "C", "C", "C", "C", "N", "C", "C", "C", "C", "C", "C", "C", "C", "C", "H", "H", "H", "H", "H", "H", "H", "H", "H", "H", "H", "H", "H", "H", "H", "H", "H", "H", "H", "H", "H", "H", "H", "H", "H", "H", "H", "H", "H", "H", "H", "Br", "C", "C", "C", "C", "C", "N", "C", "O", "O", "H", "H", "H", "C", "C", "C", "C", "C", "C", "P", "C", "C", "C", "C", "C", "C", "C", "C", "C", "C", "C", "C", "H", "H", "H", "H", "H", "H", "H", "H", "H", "H", "H", "H", "H", "H", "Br", "C", "C", "C", "C", "C", "C", "C", "O", "O", "H", "H", "H", "H"], "coordinates": [[-0.129, 0.017, 0.427], [2.319, 2.618, 3.265], [2.132, 1.236, 3.895], [3.109, 1.068, 5.058], [2.092, -0.094, 2.552], [2.652, -1.618, 3.527], [4.145, -1.893, 3.681], [1.982, -2.868, 2.951], [3.439, 0.415, 1.446], [4.735, 0.593, 1.943], [5.787, 1.068, 1.188], [7.163, 1.271, 1.770], [5.511, 1.379, -0.145], [4.248, 1.240, -0.666], [3.136, 0.774, 0.099], [1.881, 0.691, -0.439], [1.763, 1.260, -1.746], [1.545, 2.643, -1.879], [1.377, 3.508, -0.661], [1.547, 3.220, -3.140], [1.753, 2.470, -4.290], [1.728, 3.122, -5.647], [1.956, 1.108, -4.147], [1.973, 0.493, -2.898], [2.270, -0.977, -2.801], [2.103, 3.397, 4.000], [1.654, 2.765, 2.417], [3.347, 2.742, 2.918], [1.119, 1.180, 4.313], [4.142, 1.218, 4.742], [3.029, 0.096, 5.547], [2.887, 1.833, 5.807], [2.215, -1.441, 4.515], [4.635, -1.900, 2.706], [4.280, -2.879, 4.136], [4.650, -1.169, 4.322], [2.470, -3.178, 2.028], [0.932, -2.693, 2.727], [2.052, -3.703, 3.656], [4.927, 0.356, 2.980], [7.207, 0.916, 2.801], [7.437, 2.329, 1.769], [7.922, 0.735, 1.194], [6.305, 1.746, -0.789], [4.086, 1.503, -1.702], [2.308, 3.543, -0.087], [0.608, 3.124, 0.006], [1.106, 4.525, -0.948], [1.389, 4.292, -3.225], [0.710, 3.435, -5.895], [2.065, 2.434, -6.423], [2.367, 4.007, -5.671], [2.127, 0.501, -5.031], [2.703, -1.341, -3.734], [1.361, -1.544, -2.600], [2.970, -1.173, -1.988], [-1.789, -3.102, 2.596], [-1.964, -1.410, 3.425], [-2.634, -1.375, 4.636], [-2.731, -0.153, 5.279], [-2.181, 0.958, 4.672], [-1.550, 0.822, 3.445], [-1.418, -0.362, 2.823], [-1.003, 2.084, 2.765], [-1.290, 3.150, 3.300], [-0.304, 1.886, 1.730], [-3.056, -2.280, 5.045], [-3.232, -0.077, 6.235], [-2.229, 1.946, 5.105], [-4.139, -0.755, -4.900], [-4.702, -0.159, -3.783], [-4.205, -0.439, -2.519], [-3.156, -1.343, -2.343], [-2.563, -1.890, -3.478], [-3.056, -1.605, -4.744], [-2.688, -1.830, -0.616], [-4.002, -3.132, -0.429], [-5.334, -2.796, -0.684], [-6.361, -3.700, -0.462], [-6.086, -4.963, 0.041], [-4.773, -5.305, 0.321], [-3.746, -4.398, 0.099], [-1.137, -2.786, -0.837], [-1.078, -4.044, -1.440], [0.116, -4.745, -1.453], [1.251, -4.166, -0.901], [1.190, -2.888, -0.365], [-0.003, -2.150, -0.273], [-4.521, -0.531, -5.888], [-5.514, 0.549, -3.901], [-4.643, 0.052, -1.655], [-1.713, -2.548, -3.379], [-2.585, -2.051, -5.612], [-5.580, -1.817, -1.067], [-7.382, -3.413, -0.683], [-6.887, -5.671, 0.213], [-4.538, -6.285, 0.718], [-2.732, -4.685, 0.334], [-1.960, -4.481, -1.894], [0.163, -5.737, -1.887], [2.191, -4.708, -0.902], [2.114, -2.453, 0.009], [-1.731, 2.211, -4.230], [-2.679, 3.066, -2.838], [-3.383, 4.209, -3.200], [-4.117, 4.909, -2.260], [-4.154, 4.472, -0.945], [-3.461, 3.331, -0.587], [-2.716, 2.603, -1.517], [-1.988, 1.399, -0.961], [-2.330, 0.996, 0.178], [-1.053, 0.859, -1.611], [-3.344, 4.544, -4.228], [-4.658, 5.799, -2.558], [-4.715, 5.018, -0.198], [-3.465, 2.971, 0.432]], "homo_lumo_gap_ev": 6.77, "multiplicity": 1, "relative_energy_kj_mol": 74.9, "charge": -1}

=====

[3]
{"formula": "C53H53Cl3GeNO3PdS2SbTe", "method": "ωB97M-V/def2-TZVPD", "elements": ["Pd", "C", "C", "C", "C", "C", "O", "C", "C", "C", "C", "C", "C", "C", "O", "C", "C", "C", "N", "C", "C", "Te", "C", "C", "C", "C", "C", "C", "C", "C", "C", "C", "C", "C", "H", "H", "H", "H", "H", "H", "H", "H", "H", "H", "H", "H", "H", "H", "H", "H", "H", "H", "H", "H", "H", "H", "H", "H", "C", "C", "C", "S", "O", "C", "C", "C", "H", "H", "H", "H", "H", "H", "H", "H", "H", "H", "H", "H", "H", "H", "S", "Sb", "C", "C", "C", "C", "C", "C", "C", "C", "C", "C", "C", "C", "C", "C", "C", "C", "C", "C", "H", "H", "H", "H", "H", "H", "H", "H", "H", "H", "H", "H", "H", "H", "H", "Cl", "Ge", "Cl", "Cl"], "coordinates": [[-0.121, 0.357, -0.182], [-3.755, -1.650, 5.709], [-2.768, -1.167, 4.679], [-1.980, -0.056, 4.894], [-1.098, 0.410, 3.909], [-0.483, 1.713, 4.025], [-0.383, 2.506, 3.043], [0.020, 2.221, 5.306], [0.070, 3.600, 5.524], [0.571, 4.090, 6.716], [1.040, 3.210, 7.685], [1.006, 1.839, 7.469], [0.489, 1.341, 6.285], [-0.940, -0.309, 2.695], [0.016, 0.035, 1.908], [-1.798, -1.409, 2.437], [-2.670, -1.810, 3.443], [-1.848, -2.058, 1.117], [-1.341, -1.556, 0.046], [-1.398, -2.261, -1.233], [-0.094, -3.004, -1.505], [1.581, -1.979, -0.649], [1.595, -3.150, 1.111], [1.627, -4.538, 0.997], [1.681, -5.327, 2.137], [1.709, -4.733, 3.393], [1.697, -3.351, 3.504], [1.646, -2.555, 2.366], [-2.586, -3.359, 1.066], [-3.886, -3.415, 0.573], [-4.563, -4.625, 0.553], [-3.944, -5.778, 1.017], [-2.649, -5.720, 1.513], [-1.970, -4.509, 1.547], [-3.657, -1.089, 6.638], [-3.605, -2.706, 5.939], [-4.781, -1.531, 5.357], [-2.089, 0.507, 5.814], [-0.301, 4.269, 4.758], [0.594, 5.156, 6.895], [1.436, 3.598, 8.615], [1.381, 1.162, 8.224], [0.466, 0.275, 6.102], [-3.325, -2.653, 3.257], [-1.556, -1.506, -2.001], [-2.232, -2.959, -1.272], [0.088, -3.097, -2.574], [-0.090, -3.995, -1.052], [1.614, -5.016, 0.024], [1.707, -6.405, 2.043], [1.748, -5.349, 4.282], [1.720, -2.884, 4.481], [1.611, -1.477, 2.456], [-4.362, -2.509, 0.215], [-5.577, -4.667, 0.176], [-4.474, -6.721, 1.000], [-2.170, -6.617, 1.883], [-0.966, -4.453, 1.954], [5.199, 0.481, -0.368], [5.410, 1.058, 1.030], [4.335, 0.671, 2.040], [2.658, 1.331, 1.857], [2.208, 0.906, 0.476], [2.991, 3.118, 1.785], [3.256, 3.683, 0.388], [1.971, 4.067, -0.337], [6.023, 0.765, -1.024], [4.266, 0.820, -0.815], [5.168, -0.611, -0.331], [5.517, 2.143, 0.993], [6.357, 0.686, 1.429], [4.614, 0.951, 3.060], [4.179, -0.412, 2.045], [3.825, 3.277, 2.474], [2.115, 3.593, 2.232], [3.829, 2.976, -0.209], [3.886, 4.568, 0.507], [1.348, 3.190, -0.516], [2.195, 4.520, -1.305], [1.395, 4.789, 0.245], [1.248, 0.846, -2.263], [-0.200, 1.081, -4.036], [-1.236, 2.898, -4.169], [-2.333, 3.040, -5.009], [-2.978, 4.266, -5.088], [-2.528, 5.338, -4.330], [-1.431, 5.190, -3.490], [-0.782, 3.968, -3.408], [-1.384, -0.595, -4.530], [-0.719, -1.714, -5.020], [-1.435, -2.858, -5.349], [-2.816, -2.872, -5.213], [-3.482, -1.745, -4.749], [-2.770, -0.606, -4.402], [1.100, 1.128, -5.700], [0.545, 1.230, -6.973], [1.371, 1.276, -8.087], [2.749, 1.220, -7.930], [3.304, 1.119, -6.662], [2.480, 1.072, -5.545], [-2.695, 2.206, -5.601], [-3.836, 4.381, -5.738], [-3.037, 6.291, -4.390], [-1.087, 6.023, -2.892], [0.060, 3.846, -2.734], [0.358, -1.699, -5.154], [-0.915, -3.730, -5.724], [-3.375, -3.760, -5.478], [-4.560, -1.752, -4.651], [-3.291, 0.255, -4.006], [-0.530, 1.273, -7.110], [0.939, 1.356, -9.076], [3.392, 1.257, -8.800], [4.378, 1.076, -6.541], [2.913, 0.990, -4.555], [-3.119, 1.719, 1.749], [-1.107, 2.466, 1.183], [-2.018, 1.003, -1.632], [-1.573, 4.611, 1.135]], "homo_lumo_gap_ev": [6.98, 5.55], "multiplicity": 4, "relative_energy_kj_mol": 0.0, "charge": 1}

=====

[4]
{"formula": "C53H53IrN4O2PSi", "method": "ωB97M-V/def2-TZVPD", "elements": ["Ir", "O", "C", "C", "C", "C", "C", "C", "C", "N", "C", "C", "N", "C", "C", "C", "C", "C", "C", "C", "O", "H", "H", "H", "H", "H", "H", "H", "H", "H", "H", "H", "H", "H", "H", "C", "Si", "C", "N", "C", "C", "C", "C", "C", "C", "C", "C", "C", "C", "C", "C", "C", "C", "C", "C", "C", "H", "H", "H", "H", "H", "H", "H", "H", "H", "H", "H", "H", "H", "H", "H", "H", "H", "H", "H", "H", "H", "H", "H", "H", "N", "P", "C", "C", "C", "C", "C", "C", "C", "C", "C", "C", "C", "C", "C", "C", "C", "C", "C", "C", "H", "H", "H", "H", "H", "H", "H", "H", "H", "H", "H", "H", "H", "H", "H"], "coordinates": [[0.068, -1.240, -1.211], [-1.570, 1.151, 1.074], [-2.098, 1.436, 2.287], [-3.036, 2.434, 2.550], [-3.599, 2.559, 3.814], [-3.251, 1.699, 4.840], [-2.297, 0.725, 4.586], [-1.692, 0.604, 3.342], [-0.599, -0.384, 3.224], [0.516, -0.141, 2.685], [1.476, -1.221, 2.702], [1.713, -1.791, 1.302], [0.457, -2.060, 0.593], [-0.376, -2.854, 1.152], [-1.744, -3.084, 0.744], [-2.418, -4.139, 1.382], [-3.736, -4.430, 1.120], [-4.419, -3.632, 0.196], [-3.793, -2.580, -0.431], [-2.442, -2.266, -0.176], [-1.911, -1.242, -0.815], [-3.356, 3.125, 1.785], [-4.329, 3.341, 3.983], [-3.703, 1.787, 5.818], [-1.989, 0.049, 5.376], [-0.793, -1.348, 3.720], [1.154, -2.029, 3.377], [2.431, -0.842, 3.071], [2.287, -2.713, 1.413], [2.284, -1.101, 0.690], [-0.061, -3.383, 2.054], [-1.862, -4.738, 2.097], [-4.230, -5.252, 1.619], [-5.457, -3.841, -0.038], [-4.324, -1.974, -1.154], [-1.744, 2.064, -0.002], [-2.380, 1.487, -1.691], [-1.155, 0.870, -2.994], [-0.524, -0.460, -3.131], [0.642, -0.313, -4.049], [0.276, 0.169, -5.452], [-0.975, -0.547, -5.993], [-1.236, -1.803, -5.172], [-1.513, -1.444, -3.717], [-2.654, 3.220, -2.431], [-1.575, 4.076, -2.682], [-1.760, 5.357, -3.182], [-3.042, 5.819, -3.447], [-4.128, 4.995, -3.201], [-3.934, 3.714, -2.697], [-4.070, 0.713, -1.565], [-4.691, 0.565, -0.325], [-5.983, 0.065, -0.227], [-6.677, -0.297, -1.371], [-6.077, -0.154, -2.616], [-4.789, 0.353, -2.707], [-2.487, 2.825, 0.239], [-0.806, 2.612, -0.151], [-0.342, 1.595, -2.873], [-1.635, 1.150, -3.943], [1.139, -1.278, -4.075], [1.344, 0.363, -3.562], [1.137, -0.048, -6.090], [0.142, 1.252, -5.479], [-0.857, -0.786, -7.051], [-1.850, 0.106, -5.920], [-2.098, -2.356, -5.550], [-0.379, -2.478, -5.237], [-1.517, -2.338, -3.097], [-2.504, -0.997, -3.627], [-0.560, 3.750, -2.478], [-0.904, 5.995, -3.363], [-3.191, 6.817, -3.838], [-5.133, 5.348, -3.400], [-4.800, 3.091, -2.507], [-4.160, 0.817, 0.585], [-6.441, -0.051, 0.747], [-7.683, -0.691, -1.296], [-6.614, -0.432, -3.514], [-4.341, 0.474, -3.689], [1.852, -1.717, -1.893], [2.816, -2.912, -1.790], [4.432, -2.528, -1.048], [4.674, -1.213, -0.670], [5.914, -0.850, -0.159], [6.914, -1.801, -0.029], [6.683, -3.115, -0.420], [5.448, -3.475, -0.937], [3.295, -3.520, -3.444], [3.650, -2.552, -4.385], [4.005, -2.921, -5.672], [4.004, -4.263, -6.035], [3.655, -5.230, -5.106], [3.304, -4.860, -3.813], [2.172, -4.398, -0.935], [0.936, -4.859, -1.399], [0.250, -5.852, -0.722], [0.786, -6.396, 0.440], [2.012, -5.947, 0.911], [2.701, -4.953, 0.225], [3.878, -0.485, -0.789], [6.098, 0.175, 0.135], [7.881, -1.520, 0.371], [7.469, -3.855, -0.331], [5.279, -4.494, -1.268], [3.636, -1.507, -4.097], [4.283, -2.164, -6.394], [4.277, -4.552, -7.042], [3.651, -6.276, -5.386], [3.031, -5.623, -3.093], [0.498, -4.403, -2.280], [-0.715, -6.184, -1.083], [0.247, -7.167, 0.977], [2.434, -6.368, 1.815], [3.650, -4.603, 0.612]], "homo_lumo_gap_ev": [7.10, 7.13], "multiplicity": 2, "relative_energy_kj_mol": 0.0, "charge": 0}

=====

no.,E (eV)
1,-129819.642
2,-226689.087
3,-196514.286
4,-85882.050